Version 1
# C7H16N

A gas-phase ion, C7H16N (charge +1) (ωB97M-V with the def2-TZVPD basis set, OMol25).

Geometry as ORCA input:
```
! RIJCOSX wB97M-V def2-TZVPD def2/J DEFGRID3
* xyz 1 1
N 2.224 0.865 0.148
C -1.713 0.473 -0.071
C 0.470 -0.960 -0.097
C -0.758 -0.460 0.687
C -3.055 0.842 0.612
C 1.212 0.115 -0.874
C -0.804 -0.926 1.921
C 1.958 -0.294 -2.039
H 2.654 1.615 -0.406
H -3.361 1.771 0.177
H 0.049 -1.726 -0.867
H 1.171 -1.629 0.512
H 2.949 0.230 0.485
H 2.564 0.395 -2.524
H -2.007 -0.030 -1.061
H -2.803 0.852 1.720
H 0.602 1.087 -1.102
H -3.932 0.208 0.528
H 2.683 -1.138 -1.905
H -1.212 1.398 -0.588
H 1.827 1.258 0.998
H 1.200 -0.587 -2.777
H -1.719 -0.878 2.584
H -0.096 -1.627 2.356
*
```

Calculated values
* SMILES: C=C(CC)C[C@H](C)[NH3+]



Version 2
# C7H16N

A molecular structure, C7H16N (ωB97M-V with the def2-TZVPD basis set, OMol25).

Geometry as ORCA input:
```
! RIJCOSX wB97M-V def2-TZVPD def2/J DEFGRID3
* xyz 1 1
N -2.869 1.167 -0.939
C 0.412 -0.494 1.588
C -0.822 0.005 1.091
C -0.946 -1.637 -0.849
C 3.197 0.739 -0.809
C -1.645 -0.725 0.152
C 1.819 0.497 -0.317
C 1.562 -0.215 0.814
H 0.695 -0.649 2.622
H 1.137 1.020 -0.981
H -0.632 1.890 0.071
H -2.471 -1.210 0.668
H -1.242 -2.652 -0.582
H -1.474 0.431 1.859
H -0.506 1.176 0.472
H 3.359 0.296 -1.795
H -2.209 0.249 -0.507
H -1.345 -1.423 -1.841
H -2.411 1.792 -1.593
H -3.835 1.111 -1.241
H 3.349 1.824 -0.779
H 2.475 -0.548 1.305
H 3.960 0.361 -0.124
H 0.136 -1.570 -0.876
*
```



How far above the most stable structure does each one sit? In kcal/mol: version 1 0.0; version 2 144.7.



Version 1
# C7H16N

A gas-phase ion, C7H16N (charge +1) (ωB97M-V with the def2-TZVPD basis set, OMol25).

Geometry as ORCA input:
```
! RIJCOSX wB97M-V def2-TZVPD def2/J DEFGRID3
* xyz 1 1
N 1.272 -0.818 1.879
C 0.194 -1.451 -0.255
C 1.230 -0.516 0.378
C -1.066 0.705 -0.997
C -2.111 1.036 -0.258
C -2.565 2.461 -0.088
C 2.643 -0.621 -0.147
C -0.695 -0.746 -1.283
H -0.396 1.441 -1.431
H -3.403 2.655 0.576
H 1.713 -1.726 2.041
H 3.010 0.363 -0.435
H -1.767 3.100 0.278
H -0.439 -1.892 0.535
H 0.825 0.485 0.360
H 2.847 -1.226 -1.034
H 0.672 -2.337 -0.653
H -2.827 2.834 -1.075
H -2.758 0.250 0.127
H -0.131 -0.743 -2.222
H 3.363 -0.981 0.588
H 1.713 -0.072 2.418
H 0.308 -0.950 2.194
H -1.629 -1.252 -1.494
*
```

Calculated values
* SMILES: C/C=C/CC[C@H](C)[NH3+]



Version 2
# C7H16N

A gas-phase ion, C7H16N (charge +1) (ωB97M-V with the def2-TZVPD basis set, OMol25).

Geometry as ORCA input:
```
! RIJCOSX wB97M-V def2-TZVPD def2/J DEFGRID3
* xyz 1 1
N -2.054 0.211 1.341
C 1.217 -1.721 -0.918
C -0.923 0.833 0.511
C 0.939 -2.549 -2.142
C 0.382 0.519 1.242
C 1.587 0.421 0.298
C 1.311 -0.397 -0.946
C -1.194 2.326 0.301
H -0.342 2.943 0.593
H -1.878 0.254 2.347
H -2.153 -0.775 1.090
H 0.534 1.287 2.004
H -2.957 0.646 1.142
H 2.426 -0.033 0.828
H 1.962 1.416 0.067
H 1.204 0.130 -1.890
H 0.044 -3.152 -2.020
H -0.949 0.260 -0.406
H -1.336 2.553 -0.749
H -2.054 2.650 0.879
H 0.818 -1.899 -3.003
H 1.739 -3.256 -2.359
H 0.297 -0.439 1.758
H 1.383 -2.229 0.033
*
```

Calculated values
* SMILES: C/C=C/CC[C@H](C)[NH3+]



How far above the most stable structure does each one sit? In kcal/mol: version 1 7.9; version 2 0.0.



Version 1
# C2H4NP

A single C2H4NP molecule (ωB97M-V with the def2-TZVPD basis set, OMol25).

Geometry as ORCA input:
```
! RIJCOSX wB97M-V def2-TZVPD def2/J DEFGRID3
* xyz 0 1
P 0.879 0.561 0.526
N -0.633 0.083 1.070
C 0.836 0.017 -1.381
C -1.515 0.060 1.944
H 1.816 -0.019 -1.731
H 0.316 -0.828 -1.062
H 0.396 0.834 -1.771
H -2.094 -0.708 2.404
*
```



Version 2
# C2H4NP

2 unconnected molecules or ions with the total composition C2H4NP (ωB97M-V with the def2-TZVPD basis set, OMol25).

Geometry as ORCA input:
```
! RIJCOSX wB97M-V def2-TZVPD def2/J DEFGRID3
* xyz 0 1
P -0.213 -0.489 -1.869
N -0.556 1.808 -0.241
C -0.522 0.562 -0.516
C -0.879 0.836 0.814
H 0.397 -1.539 -1.300
H 0.507 0.245 2.034
H -1.695 0.648 1.310
H 1.004 0.367 -2.339
*
```



Version 3
# C2H4NP

A single C2H4NP molecule (ωB97M-V with the def2-TZVPD basis set, OMol25).

Geometry as ORCA input:
```
! RIJCOSX wB97M-V def2-TZVPD def2/J DEFGRID3
* xyz 0 1
P -0.538 0.131 -0.619
N -1.456 -1.236 0.137
C 0.950 1.166 0.534
C -1.108 -1.655 -0.981
H 2.019 1.225 0.191
H 0.579 2.255 0.485
H 0.619 0.815 1.495
H -1.065 -2.701 -1.242
*
```

Calculated values
* SMILES: CP1=CN=1



Version 4
# C2H4NP

2 unconnected molecules or ions with the total composition C2H4NP (ωB97M-V with the def2-TZVPD basis set, OMol25).

Geometry as ORCA input:
```
! RIJCOSX wB97M-V def2-TZVPD def2/J DEFGRID3
* xyz 0 1
P -1.797 -0.191 -0.304
N -1.130 -0.076 1.001
C 1.557 -0.444 0.612
C 1.735 0.603 -0.004
H 0.942 -1.137 1.189
H 2.126 1.447 -0.488
H -0.897 -1.009 -1.101
H -2.535 0.807 -0.905
*
```

Calculated values
* SMILES: N#[PH2].C#C



How far above the most stable structure does each one sit? In kcal/mol: version 1 0.0; version 2 62.7; version 3 3.3; version 4 58.5.



Version 1
# C2H4NP

2 unconnected molecules or ions with the total composition C2H4NP (ωB97M-V with the def2-TZVPD basis set, OMol25).

Geometry as ORCA input:
```
! RIJCOSX wB97M-V def2-TZVPD def2/J DEFGRID3
* xyz 0 1
P -0.179 0.859 0.914
N 1.923 -2.608 -0.132
C -0.606 0.312 -0.655
C 1.040 -1.889 -0.438
H -1.342 -0.477 -0.621
H -1.355 1.104 1.476
H 0.102 0.429 -1.488
H 0.417 2.271 0.944
*
```



Version 2
# C2H4NP

A single C2H4NP molecule (ωB97M-V with the def2-TZVPD basis set, OMol25).

Geometry as ORCA input:
```
! RIJCOSX wB97M-V def2-TZVPD def2/J DEFGRID3
* xyz 0 1
P -1.435 0.280 -0.278
N 0.830 -1.633 0.288
C -0.082 1.294 -0.406
C -0.294 -1.256 0.097
H 1.827 -1.751 0.208
H 0.182 1.439 -1.418
H -1.756 0.398 1.179
H 0.730 1.229 0.330
*
```

Calculated values
* SMILES: C=[PH]=C=N



How far above the most stable structure does each one sit? In kcal/mol: version 1 35.5; version 2 0.0.



Version 1
# C6H13N3

A molecular structure, C6H13N3 (ωB97M-V with the def2-TZVPD basis set, OMol25).

Geometry as ORCA input:
```
! RIJCOSX wB97M-V def2-TZVPD def2/J DEFGRID3
* xyz 0 1
N -2.536 0.305 -0.240
N 2.826 0.096 0.130
N 1.780 -0.883 0.329
C -0.018 0.695 -0.278
C 0.750 1.883 0.255
C -0.237 -1.619 -0.680
C 0.554 -0.567 -0.150
C -1.409 0.811 -0.844
C -2.230 -0.504 1.060
H -0.750 -2.041 0.225
H -1.669 1.497 -1.516
H 2.997 0.290 -0.952
H 1.924 -1.915 0.378
H -1.143 0.183 1.532
H 0.124 3.056 -0.681
H -1.024 -1.324 -1.341
H -3.107 -0.241 1.833
H 0.651 -2.476 -0.993
H 0.155 1.703 1.961
H -2.200 -1.600 0.855
H 2.654 0.701 0.966
H 2.446 1.349 0.023
*
```



Version 2
# C6H13N3

A single C6H13N3 molecule (ωB97M-V with the def2-TZVPD basis set, OMol25).

Geometry as ORCA input:
```
! RIJCOSX wB97M-V def2-TZVPD def2/J DEFGRID3
* xyz 0 1
N 0.545 -0.014 0.065
N 0.175 1.357 0.271
N -2.044 0.426 0.304
C -2.217 -0.918 -0.319
C 2.988 0.457 -0.446
C 1.704 -0.307 -0.815
C -3.169 0.195 -0.577
C -1.101 1.414 0.356
C 0.689 -0.656 1.353
H -2.991 0.666 -1.635
H -4.121 0.106 -0.114
H 1.710 -1.450 -0.816
H -1.524 -1.185 -1.144
H -0.032 -1.448 1.598
H 3.769 0.301 -1.239
H 0.630 0.027 2.184
H 1.297 0.098 -1.736
H -1.593 2.471 0.724
H -2.506 -1.810 0.378
H 2.690 1.442 -0.274
H 3.440 0.015 0.520
H 1.663 -1.188 1.362
*
```

Calculated values
* SMILES: CCN(C)/N=C\N1CC1



Version 3
# C6H13N3

A molecular structure, C6H13N3 (ωB97M-V with the def2-TZVPD basis set, OMol25).

Geometry as ORCA input:
```
! RIJCOSX wB97M-V def2-TZVPD def2/J DEFGRID3
* xyz 0 1
N -0.951 0.440 -0.534
N 2.508 -1.105 0.413
N -2.071 0.829 0.206
C -1.842 2.058 1.003
C -0.828 0.877 -1.750
C 0.257 -0.051 0.386
C 0.761 -2.143 -0.928
C 1.313 -0.823 -0.376
C 0.113 0.326 1.641
H -0.114 -1.972 -1.554
H 1.529 -2.648 -1.513
H 1.645 -0.205 -1.220
H -1.469 2.853 0.360
H -1.566 1.566 -2.131
H -0.855 1.426 1.745
H 2.904 -0.249 0.786
H 0.007 0.558 -2.349
H 0.462 -2.792 -0.103
H 2.279 -1.702 1.201
H 0.896 0.328 2.384
H -2.191 0.070 0.880
H -2.789 2.357 1.456
*
```



Version 4
# C6H13N3

A molecular structure, C6H13N3 (ωB97M-V with the def2-TZVPD basis set, OMol25).

Geometry as ORCA input:
```
! RIJCOSX wB97M-V def2-TZVPD def2/J DEFGRID3
* xyz 0 1
N -1.711 -0.867 1.435
N 2.187 0.262 0.796
N -1.885 -0.489 -1.061
C -0.361 1.806 -0.896
C -0.469 1.890 0.496
C -1.354 -0.293 0.098
C -0.169 0.573 -0.045
C 0.912 -0.530 0.289
C 1.122 -1.458 -1.012
H 2.830 -0.574 1.005
H 2.118 -1.003 -2.004
H -1.572 2.025 0.660
H 2.548 1.237 -0.060
H 1.619 -2.473 -0.401
H 0.502 -1.136 1.133
H 0.230 2.475 1.221
H 0.706 1.700 -1.199
H -0.188 -1.708 -1.532
H -1.118 2.049 -1.529
H -2.651 -1.085 -0.959
H -2.264 -1.629 1.150
H -1.031 -0.772 2.416
*
```



How far above the most stable structure does each one sit? In kcal/mol: version 1 253.4; version 2 0.0; version 3 49.9; version 4 115.2.



Version 1
# C6H13N3

2 unconnected molecules or ions with the total composition C6H13N3 (ωB97M-V with the def2-TZVPD basis set, OMol25).

Geometry as ORCA input:
```
! RIJCOSX wB97M-V def2-TZVPD def2/J DEFGRID3
* xyz 0 1
N -1.902 0.017 0.069
N -0.576 -1.701 -1.342
N 0.036 -1.760 0.905
C -1.393 1.291 0.333
C 1.737 -0.779 -0.706
C -0.913 2.009 1.330
C -2.399 1.182 -0.705
C 0.124 -1.256 -0.370
C 2.333 0.335 0.136
H -1.111 3.066 1.395
H -3.435 1.422 -0.492
H 0.848 -2.128 1.371
H -2.103 -0.866 -0.407
H -0.061 -2.019 -2.155
H 2.254 0.136 1.206
H 1.896 1.305 -0.107
H 2.276 -1.709 -0.507
H 3.404 0.430 -0.058
H -0.290 1.561 2.088
H 1.883 -0.596 -1.773
H -0.502 -1.185 1.536
H -2.108 1.244 -1.747
*
```

Calculated values
* SMILES: [H]/N=C(/N)CC.C=C1CN1



Version 2
# C6H13N3

2 unconnected molecules or ions with the total composition C6H13N3 (ωB97M-V with the def2-TZVPD basis set, OMol25).

Geometry as ORCA input:
```
! RIJCOSX wB97M-V def2-TZVPD def2/J DEFGRID3
* xyz 0 1
N 1.244 1.355 -0.845
N -0.794 0.286 -1.201
N -1.290 -2.073 -1.017
C 1.419 -1.288 0.772
C 0.101 1.029 -0.300
C -1.280 0.869 -2.463
C 0.423 0.452 2.295
C -1.038 -0.899 -0.784
C 0.182 -0.476 1.107
H -1.919 0.148 -2.970
H -0.625 -1.145 1.430
H -1.844 1.776 -2.245
H 0.672 -0.125 3.192
H 2.175 -0.640 0.315
H 1.709 2.073 -0.296
H -2.079 -2.535 -0.578
H -0.525 1.732 0.265
H 1.863 -1.728 1.672
H 1.264 1.124 2.101
H 1.213 -2.111 0.086
H -0.461 1.052 2.529
H -0.409 1.123 -3.066
*
```



How far above the most stable structure does each one sit? In kcal/mol: version 1 19.3; version 2 0.0.



Version 1
# C2H6OS2

2 unconnected molecules or ions with the total composition C2H6OS2 (ωB97M-V with the def2-TZVPD basis set, OMol25).

Geometry as ORCA input:
```
! RIJCOSX wB97M-V def2-TZVPD def2/J DEFGRID3
* xyz 0 1
S 0.036 1.665 -0.920
S -1.517 1.840 0.431
O 1.409 -1.422 0.534
C 1.473 -2.609 0.381
C 0.270 -3.505 0.307
H 2.446 -3.124 0.280
H -2.471 2.121 -0.466
H 0.943 1.686 0.066
H 0.144 -3.866 -0.712
H -0.618 -2.935 0.585
H 0.408 -4.365 0.962
*
```

Calculated values
* SMILES: CC=O.SS



Version 2
# C2H6OS2

2 unconnected molecules or ions with the total composition C2H6OS2 (ωB97M-V with the def2-TZVPD basis set, OMol25).

Geometry as ORCA input:
```
! RIJCOSX wB97M-V def2-TZVPD def2/J DEFGRID3
* xyz 0 1
S -1.322 2.727 1.511
S -0.473 1.149 0.422
O 2.480 -2.679 -1.465
C 0.125 -3.124 -1.291
C 1.169 -2.316 -1.419
H -0.866 -2.691 -1.277
H -0.644 2.668 2.697
H 1.017 -1.238 -1.337
H -1.686 0.611 0.191
H 2.899 -2.172 -2.161
H 0.096 -4.203 -1.235
*
```

Calculated values
* SMILES: C=CO.SS



Version 3
# C2H6OS2

2 unconnected molecules or ions with the total composition C2H6OS2 (ωB97M-V with the def2-TZVPD basis set, OMol25).

Geometry as ORCA input:
```
! RIJCOSX wB97M-V def2-TZVPD def2/J DEFGRID3
* xyz 0 1
S 1.839 0.794 0.099
S 0.684 2.009 1.317
O -0.064 -2.053 -2.271
C -0.824 -1.198 -2.758
C 0.089 0.683 2.302
H -0.456 -0.744 -3.695
H 0.016 -0.284 1.835
H -0.926 1.057 2.422
H 0.767 -0.037 -0.118
H -1.781 -0.796 -2.389
H 0.658 0.568 3.255
*
```

Calculated values
* SMILES: C=O.CSS



Version 4
# C2H6OS2

2 unconnected molecules or ions with the total composition C2H6OS2 (ωB97M-V with the def2-TZVPD basis set, OMol25).

Geometry as ORCA input:
```
! RIJCOSX wB97M-V def2-TZVPD def2/J DEFGRID3
* xyz 0 1
S -0.934 -0.533 1.187
S 0.533 -0.250 2.715
O 0.643 0.837 -1.843
C -0.291 1.573 -1.744
C 0.198 -1.529 0.152
H 0.153 0.984 3.042
H -0.820 1.871 -0.823
H -0.271 -1.978 -0.723
H -0.748 2.204 -2.559
H 0.569 -2.333 0.787
H 0.969 -0.848 -0.190
*
```

Calculated values
* SMILES: C=O.CSS



How far above the most stable structure does each one sit? In kcal/mol: version 1 0.0; version 2 12.6; version 3 17.9; version 4 10.6.



Version 1
# C4H16O3

4 unconnected molecules or ions with the total composition C4H16O3 (ωB97M-V with the def2-TZVPD basis set, OMol25).

Geometry as ORCA input:
```
! RIJCOSX wB97M-V def2-TZVPD def2/J DEFGRID3
* xyz 0 1
O 1.356 -1.860 -6.716
O -3.931 0.514 1.575
O 0.928 0.584 6.789
C 0.321 0.435 -0.280
C 1.797 0.935 -0.375
C 0.066 -0.745 0.603
C -0.245 0.134 -1.710
H -0.926 -0.982 0.677
H 2.013 1.800 -1.045
H 0.408 -1.846 -6.344
H 2.024 1.255 0.689
H 0.043 1.079 -2.254
H -4.194 1.116 0.822
H 2.475 0.056 -0.521
H -1.324 -0.134 -1.673
H 0.796 -1.493 0.341
H 0.434 -0.536 -2.156
H -0.359 1.274 0.121
H -4.125 -0.375 1.254
H 1.389 -1.039 -7.151
H 0.303 -0.577 1.608
H 1.856 0.399 6.619
H 0.735 1.539 6.401
*
```

Calculated values
* SMILES: CC(C)C.O.O.O



Version 2
# C4H16O3

4 unconnected molecules or ions with the total composition C4H16O3 (ωB97M-V with the def2-TZVPD basis set, OMol25).

Geometry as ORCA input:
```
! RIJCOSX wB97M-V def2-TZVPD def2/J DEFGRID3
* xyz 0 1
O -1.711 -0.552 2.119
O -0.243 1.889 1.424
O -2.860 1.378 0.106
C -0.315 0.220 -2.010
C 2.361 -1.411 0.283
C 0.238 -0.658 -0.907
C 1.741 -0.454 -0.698
H 3.342 -1.112 0.657
H -2.699 0.478 0.419
H 0.372 1.740 0.696
H -1.692 -0.861 3.031
H 0.144 -0.021 -2.967
H 2.248 -0.424 -1.655
H -3.494 1.740 0.734
H -0.999 0.111 2.124
H 2.540 -2.411 -0.122
H 1.919 0.591 -0.365
H -1.395 0.148 -2.091
H -0.229 -0.524 0.065
H 0.121 -1.718 -1.156
H -1.044 2.174 0.955
H 1.724 -1.582 1.159
H -0.067 1.261 -1.801
*
```

Calculated values
* SMILES: CCCC.O.O.O



How far above the most stable structure does each one sit? In kcal/mol: version 1 38.0; version 2 0.0.



Version 1
# C4H12N2

A gas-phase ion, C4H12N2 (charge +2) (ωB97M-V with the def2-TZVPD basis set, OMol25).

Geometry as ORCA input:
```
! RIJCOSX wB97M-V def2-TZVPD def2/J DEFGRID3
* xyz 2 1
N 0.969 1.825 -0.591
N -1.432 -1.527 0.858
C 0.897 -0.501 0.307
C -1.112 -0.560 -1.288
C 0.994 0.965 0.668
C -0.493 -0.902 -0.156
H -0.962 -1.822 1.722
H -0.469 -0.580 -2.171
H 1.947 1.253 1.107
H -2.143 -0.882 1.227
H 0.177 1.263 1.316
H 1.461 1.302 -1.324
H -2.131 -0.247 -1.462
H 1.469 2.720 -0.545
H 0.026 2.028 -0.929
H -1.865 -2.381 0.497
H 1.025 -1.132 1.191
H 1.642 -0.822 -0.425
*
```

Calculated values
* SMILES: C=C([NH3+])CC[NH3+]



Version 2
# C4H12N2

A gas-phase ion, C4H12N2 (charge +2) (ωB97M-V with the def2-TZVPD basis set, OMol25).

Geometry as ORCA input:
```
! RIJCOSX wB97M-V def2-TZVPD def2/J DEFGRID3
* xyz 2 1
N -1.505 -2.113 -0.378
N 1.034 2.139 -0.596
C -0.594 0.176 -0.040
C 1.389 0.820 1.374
C -0.228 -1.328 -0.176
C 0.622 0.983 0.293
H -1.390 -3.047 -0.769
H -1.402 0.333 0.676
H 0.152 -1.622 0.789
H -2.248 -1.622 -0.873
H -1.954 -2.299 0.531
H -1.012 0.460 -1.012
H 2.043 2.171 -0.778
H 0.937 0.283 2.201
H 0.412 -1.510 -1.032
H 0.764 3.017 -0.142
H 2.437 1.084 1.422
H 0.541 2.075 -1.492
*
```

Calculated values
* SMILES: C=C([NH3+])CC[NH3+]



How far above the most stable structure does each one sit? In kcal/mol: version 1 12.5; version 2 0.0.